Record 1
19
Properties=species:S:1:pos:R:3:forces:R:3 method="wB97M-V/def2-TZVPD" e_tot_ha=-361.20981 orbital_gap_ev=8.209 largest_force_ev_per_a=3.17
C -1.457 0.200 1.739 -0.1 -0.2 0.2
C 2.032 1.116 -0.253 -0.2 0.0 -0.2
N -0.641 0.611 0.616 -0.8 -1.8 -2.5
N 0.183 -0.475 0.104 2.9 -0.3 1.0
C 1.559 -0.304 -0.172 -0.5 0.0 0.8
C -1.145 0.187 -0.837 -2.0 2.3 0.9
C -1.871 -0.808 -1.387 0.2 -0.1 0.4
N 2.223 -1.378 -0.275 0.1 -0.2 -0.3
H -0.036 -1.441 0.349 -0.2 0.2 0.0
H 3.190 -1.216 -0.540 -0.1 0.1 0.0
H -1.173 1.152 -1.322 0.4 0.1 -0.6
H -2.041 1.073 2.033 0.0 -0.1 0.0
H -0.816 -0.096 2.577 0.0 0.1 0.0
H -2.161 -0.616 1.514 0.2 0.0 -0.1
H 1.904 1.593 0.722 0.1 0.0 -0.1
H 1.426 1.687 -0.964 0.1 -0.1 0.1
H 3.073 1.151 -0.570 0.0 0.0 0.1
H -1.776 -1.836 -1.077 -0.4 -0.2 0.3
H -2.474 -0.599 -2.257 0.2 0.1 -0.1

=====

Record 2
16
Properties=species:S:1:pos:R:3:forces:R:3 method="wB97M-V/def2-TZVPD" e_tot_ha=-288.61150 orbital_gap_ev=8.968 largest_force_ev_per_a=4.23
C 1.722 -0.942 0.836 0.4 -0.7 -0.2
C 0.580 -0.326 0.165 0.8 -1.0 -0.4
C 0.679 0.794 -0.555 1.1 -0.7 3.0
C -0.610 1.440 -0.403 -1.0 1.0 -4.0
C -1.646 0.428 0.010 0.1 0.4 -0.4
N -1.718 -0.732 -0.846 0.2 -0.2 0.0
C -0.826 -0.805 0.311 0.4 0.0 0.4
H 1.494 -1.115 1.888 0.0 -0.1 0.0
H 2.583 -0.281 0.758 0.1 -0.2 0.1
H 1.911 -1.882 0.351 0.6 -0.8 0.2
H 1.570 1.370 -0.857 -0.5 -0.6 0.3
H -0.417 1.296 -1.768 -2.2 2.4 2.7
H -0.494 2.275 0.353 -0.6 0.0 -1.9
H -2.564 0.696 0.535 0.4 0.1 -0.2
H -1.203 -0.575 -1.714 0.0 0.0 0.2
H -1.103 -1.588 1.010 0.2 0.2 0.1

=====

Record 3
13
Properties=species:S:1:pos:R:3:forces:R:3 method="wB97M-V/def2-TZVPD" smiles="[O-]P(O)(O)=[PH]=NC(F)(F)F" e_tot_ha=-1302.85985 orbital_gap_ev=7.227 total_charge=-1 largest_force_ev_per_a=2.16
O -1.904 0.564 -1.138 -2.0 0.7 0.3
P -0.498 0.257 -1.343 0.9 -1.1 0.2
O 0.395 1.535 -0.967 0.5 0.4 -0.3
O -0.265 -0.053 -2.914 0.7 0.3 -0.1
P 0.087 -1.474 -0.068 -0.1 -0.8 0.1
N 1.051 -0.925 1.146 0.3 -0.3 -1.4
C 0.432 -0.332 2.145 0.7 0.0 0.3
F 1.081 0.789 2.579 0.5 1.0 0.4
F -0.836 0.095 1.950 -1.3 0.5 -0.4
F 0.339 -1.068 3.284 -0.1 -0.9 1.2
H -0.106 2.090 -0.358 0.0 0.0 0.1
H -0.827 0.577 -3.385 -0.1 -0.1 -0.2
H 1.052 -2.053 -0.931 0.1 0.3 -0.1

=====

Record 4
21
Properties=species:S:1:pos:R:3:forces:R:3 method="wB97M-V/def2-TZVPD" e_tot_ha=-780.32316 orbital_gap_ev=6.781 total_charge=-1 largest_force_ev_per_a=1.62
C -0.693 0.776 -0.014 0.3 -1.1 0.4
C -1.991 0.087 -0.403 -0.6 1.2 -0.2
S -2.451 0.457 -2.153 0.2 -0.4 0.3
N -0.177 0.188 1.266 0.6 1.3 -0.1
C 1.119 0.858 1.645 -0.9 -1.0 -0.8
N 2.246 0.311 0.909 0.0 0.5 -0.2
H 0.064 0.582 -0.771 0.0 0.1 -0.1
H -0.814 1.856 0.087 -0.1 0.1 -0.1
H -2.789 0.553 0.194 0.1 -0.2 0.1
H -1.955 -0.956 -0.092 0.1 -0.2 -0.4
H -0.829 0.466 1.992 -0.2 -0.3 0.1
H 1.244 0.661 2.707 0.1 0.4 0.1
H 1.008 1.909 1.379 0.3 0.3 0.5
H 2.006 -0.634 0.664 0.1 -0.6 0.2
H 2.320 0.776 0.011 0.0 0.1 0.1
H 0.383 -2.854 0.191 -0.1 0.0 -0.5
H 0.095 -1.567 1.047 0.1 -0.4 0.1
O 0.402 -2.517 1.082 0.1 0.3 0.4
H 0.694 -0.525 -3.894 -0.1 -0.1 -0.5
H -0.430 -0.100 -2.872 0.4 -0.1 -0.1
O 0.547 -0.328 -2.976 -0.3 0.2 0.6

=====

Record 5
8
Properties=species:S:1:pos:R:3:forces:R:3 method="wB97M-V/def2-TZVPD" e_tot_ha=-1098.18345 orbital_gap_ev=11.555 largest_force_ev_per_a=4.51
C 0.540 0.475 0.290 2.9 -2.3 0.9
C -0.413 -0.368 -0.556 0.2 -0.7 -0.6
H 0.439 -0.466 1.027 1.7 2.5 -0.5
H 1.794 0.610 -0.158 -4.3 -0.5 1.2
H 0.199 -1.312 -0.668 -1.0 0.9 -0.3
F -0.850 0.016 -1.814 0.1 0.0 1.7
Cl 0.095 1.903 1.251 -0.1 -0.3 -0.8
Cl -1.805 -0.858 0.628 0.6 0.5 -1.6

=====

Record 6
10
Properties=species:S:1:pos:R:3:forces:R:3 method="wB97M-V/def2-TZVPD" e_tot_ha=-781.33910 orbital_gap_ev="6.599 / 6.598" total_charge=-1 largest_force_ev_per_a=4.16
C 0.610 -0.335 -0.163 -2.9 2.9 -0.7
C 0.039 0.938 -0.236 1.2 -1.4 -0.6
C 0.211 -1.517 -0.051 0.4 -1.6 0.7
N -1.955 -0.024 0.244 -2.5 -0.6 0.1
O -3.188 0.122 0.344 2.5 0.2 -0.3
O -1.305 1.072 -0.100 -2.0 0.1 0.4
Cl 3.229 0.407 0.302 1.0 0.4 0.2
H 1.676 0.001 0.094 2.2 -0.3 0.4
H 0.521 1.848 -0.025 0.7 0.6 0.1
H 0.162 -2.512 -0.408 -0.5 -0.3 -0.3